DFT (the ωB97M-V functional and the def2-TZVPD basis) results for C2H2OS in the gas phase at a distorted geometry.

energy above the lowest of the compared OMol25 structures with the same formula, charge and spin: 54.2 kcal/mol
charge: 0
highest occupied orbital energy: -9.56 eV
electronic energy: -14985.3625 eV

```
6
C2H2OS | OMol25 | the ωB97M-V functional and the def2-TZVPD basis
C 0.19609 0.68654 -0.32653
C 0.75864 -0.29883 0.32104
O -1.87198 -0.92886 -0.23735
S -1.07867 -0.06659 0.64472
H 0.13001 1.50748 -0.94077
H 1.86591 -0.89974 0.53889
```

Partial charges, Löwdin, in e: atom 1 (C): -0.303, atom 2 (C): -0.217, atom 3 (O): -0.569, atom 4 (S): 0.881, atom 5 (H): 0.045, atom 6 (H): 0.162



DFT (the ωB97M-V functional and the def2-TZVPD basis) results for a molecular structure, C25H39I2N3O4STl at a distorted geometry.

charge: +3
highest occupied orbital energy: -17.27 eV
electronic energy: -70914.5127 eV

```
75
C25H39I2N3O4STl | OMol25 | the ωB97M-V functional and the def2-TZVPD basis
C -5.06324 -1.80226 -0.83716
C -3.67493 -1.37983 -1.39813
C -2.63448 -2.37402 -0.88582
C -1.22887 -2.38148 -1.49520
C -1.26297 -2.16963 -2.99843
C -0.13739 -1.36965 -0.73611
C 1.12540 -1.78302 -1.30062
I 1.81219 -3.62963 -0.79912
C 2.00192 -1.11675 -2.26697
C 3.24696 -1.69784 -2.80180
I 1.58050 0.70817 -3.05130
C -0.71316 0.05012 -0.92388
O -1.13368 0.54877 -1.93194
N -0.83004 0.66944 0.29452
C -1.17919 -0.41313 1.28113
C -1.25502 0.08795 2.71715
C -0.17489 -1.47934 0.87152
C 1.22139 -1.19407 1.50630
C 2.07990 -0.02515 0.97691
C 2.18075 1.20735 1.89769
C 2.30509 2.57549 1.16459
C 1.09610 3.45596 1.43686
C 1.23442 4.92526 0.99333
C 0.66736 5.18039 -0.41609
S 1.87719 5.87643 -1.60454
C 3.34963 5.02090 -1.28907
N 4.34716 5.53793 -0.65490
N 5.35197 4.57746 -0.63020
C 4.91390 3.54949 -1.25513
O 3.61651 3.74587 -1.73163
C -0.56324 -2.86020 1.47966
O -1.73046 -2.77247 2.28642
C -2.46674 -3.93206 2.29122
C -3.92551 -3.73845 2.53115
O -1.94567 -4.98066 2.13814
H -5.39583 -1.09129 -0.08624
H -5.81540 -1.78057 -1.61529
H -5.03611 -2.77648 -0.36085
H -3.49497 -0.38568 -1.00209
H -3.76212 -1.37150 -2.47634
H -3.02101 -3.36845 -1.13105
H -2.64430 -2.33376 0.19684
H -0.85870 -3.39855 -1.36382
H -1.76148 -1.26014 -3.30393
H -1.85047 -2.99374 -3.40046
H -0.28266 -2.23871 -3.46879
H 3.96775 -1.86230 -1.99961
H 3.02106 -2.65049 -3.28614
H 3.67133 -1.06564 -3.56841
H -1.56704 1.36000 0.17166
H -2.22112 -0.59968 1.02715
H -0.30579 0.27732 3.19706
H -1.80972 1.02383 2.70116
H -1.85602 -0.59740 3.29774
H 1.08387 -1.06267 2.57413
H 1.84108 -2.08419 1.43436
H 3.09446 -0.39402 0.82173
H 1.75978 0.31935 -0.00863
H 3.07631 1.08951 2.50056
H 1.34702 1.29040 2.58394
H 2.40030 2.38685 0.09431
H 3.19844 3.06718 1.53945
H 0.22809 3.04699 0.92564
H 0.89481 3.46761 2.50434
H 0.65119 5.53206 1.67731
H 2.26439 5.26283 1.06144
H -0.14224 5.89955 -0.39253
H 0.28190 4.25680 -0.83875
H 5.40357 2.61145 -1.43855
H -0.73804 -3.61570 0.71798
H 0.24036 -3.24966 2.09627
H -4.09900 -3.94927 3.58392
H -4.20721 -2.70524 2.35872
H -4.48402 -4.43592 1.92314
Tl 2.83869 3.76195 -4.10589
```

Atomic partial charges in e from the Löwdin method, atoms 1 to 8: atom 1 (C): -0.058, atom 2 (C): -0.207, atom 3 (C): -0.147, atom 4 (C): -0.239, atom 5 (C): -0.028, atom 6 (C): -0.251, atom 7 (C): -0.566, atom 8 (I): 1.627



DFT (the ωB97M-V functional and the def2-TZVPD basis) results for C7H12N2 in the gas phase at a distorted geometry.

energy above the lowest of the compared OMol25 structures with the same formula, charge and spin: 59.3 kcal/mol
charge: 0
highest occupied orbital energy: -8.13 eV
SMILES string: C=C/N=C/C(N)=C(C)C
electronic energy: -10430.9076 eV

```
21
C7H12N2 | OMol25 | the ωB97M-V functional and the def2-TZVPD basis
C -0.88404 0.17103 3.66271
C -0.00761 -0.56273 3.06989
N 0.03671 -0.72435 1.72420
C -0.07895 0.13814 0.85559
C -0.47821 -0.10466 -0.55669
N -1.75379 -0.74452 -0.76965
C 0.46739 0.16187 -1.49685
C 0.30253 -0.21401 -2.89134
C 1.81820 0.69368 -1.11354
H -1.12135 0.16889 4.70730
H -1.43964 0.84216 3.02683
H 0.65424 -1.27605 3.65875
H -0.24959 1.16014 1.24432
H -1.99901 -0.88864 -1.72635
H -2.60426 -0.29222 -0.35352
H -0.62366 -0.86619 -2.94131
H 1.11665 -0.81912 -3.29116
H 0.16093 0.52603 -3.74145
H 1.93674 0.76881 0.00153
H 2.66310 0.13846 -1.37646
H 2.08362 1.72328 -1.69279
```

Atomic partial charges in e from the Löwdin method, atoms 1 to 8: atom 1 (C): 0.001, atom 2 (C): -0.273, atom 3 (N): 0.065, atom 4 (C): -0.171, atom 5 (C): -0.246, atom 6 (N): 0.086, atom 7 (C): -0.331, atom 8 (C): -0.083



DFT (the ωB97M-V functional and the def2-TZVPD basis) results for C10H13FN2 in the gas phase at a distorted geometry.

energy above the lowest of the compared OMol25 structures with the same formula, charge and spin: 135.2 kcal/mol
charge: 0
highest occupied orbital energy (spin up / spin down): -8.25 / -7.13 eV
electronic energy: -16272.5058 eV

```
26
C10H13FN2 | OMol25 | the ωB97M-V functional and the def2-TZVPD basis
C -1.31987 0.13192 -0.27538
C -0.83922 1.21300 0.48372
C -2.65571 0.09274 -0.15198
C 0.60872 -1.67368 -0.05584
C -0.44449 -0.94363 -0.79793
C 1.14894 -0.57467 -0.93563
C 1.65487 0.62278 -0.29166
C -3.88251 -0.62623 -0.78610
C 3.84563 0.59642 0.75837
C 2.31535 0.60215 1.03496
N -1.84078 1.82933 1.01314
N -2.97271 1.13462 0.72740
F 1.87614 1.69746 -1.09612
H 0.77008 -1.43283 1.03380
H 0.74743 -2.77318 -0.35669
H -0.73071 -1.32052 -1.70432
H 1.33354 -0.77998 -1.97672
H -3.52854 -1.15722 -1.70201
H -4.46201 -1.27406 -0.12638
H -4.36909 0.21421 -1.04512
H 4.18368 -0.34401 0.34505
H 4.38509 0.79331 1.72244
H 4.06722 1.42962 0.10620
H 2.03879 1.49740 1.60004
H 1.96229 -0.40391 1.46290
H -3.89212 1.44897 1.01387
```

Atomic partial charges in e from the Löwdin method, atoms 1 to 8: atom 1 (C): -0.221, atom 2 (C): -0.034, atom 3 (C): -0.231, atom 4 (C): -0.081, atom 5 (C): -0.135, atom 6 (C): -0.145, atom 7 (C): -0.233, atom 8 (C): 0.001



DFT (the ωB97M-V functional and the def2-TZVPD basis) results for a molecular structure, C8H5Cl2NO3Rh2 at a distorted geometry.

<S²>: 20.041
energy above the lowest of the compared OMol25 structures with the same formula, charge and spin: 0.0 kcal/mol
charge: +4
multiplicity: 9
highest occupied orbital energy (spin up / spin down): -22.77 / -26.10 eV
electronic energy: -47010.5130 eV

```
21
C8H5Cl2NO3Rh2 | OMol25 | the ωB97M-V functional and the def2-TZVPD basis
Rh 3.00936 -2.08474 -0.67898
Rh -0.03440 -1.11649 0.62191
Cl 1.72188 -0.05684 -0.62250
Cl 1.41795 -2.92943 0.90350
C -1.34685 -1.99082 1.52393
C 4.03958 -1.53871 -2.10156
C 4.11727 -3.54373 -0.52526
O -2.19899 -2.57621 2.06176
O 4.65668 -1.32955 -3.06534
O 4.83986 -4.44230 -0.36671
C -2.45646 2.97870 0.03478
C -1.91358 2.68233 1.28898
C -1.20094 1.48684 1.45745
N -1.06916 0.63124 0.43053
C -1.56669 0.89685 -0.78826
C -2.30895 2.05920 -1.00442
H -2.95820 3.92925 -0.14610
H -2.00681 3.36003 2.13978
H -0.70420 1.21382 2.39627
H -1.32092 0.16512 -1.55723
H -2.71643 2.20544 -2.00255
```

Atomic partial charges in e from the Löwdin method, atoms 1 to 8: atom 1 (Rh): 0.839, atom 2 (Rh): 0.883, atom 3 (Cl): 0.236, atom 4 (Cl): 0.452, atom 5 (C): -0.198, atom 6 (C): -0.176, atom 7 (C): -0.163, atom 8 (O): 0.296



DFT (the ωB97M-V functional and the def2-TZVPD basis) results for C4H4O2 in the gas phase at a distorted geometry.

energy above the lowest of the compared OMol25 structures with the same formula, charge and spin: 23.7 kcal/mol
charge: 0
highest occupied orbital energy: -8.43 eV
SMILES string: Oc1ccco1
electronic energy: -8306.0509 eV

```
10
C4H4O2 | OMol25 | the ωB97M-V functional and the def2-TZVPD basis
O -0.05453 -1.99955 0.02208
C 0.15529 -0.66739 -0.07245
C 0.71034 0.12081 -0.93045
C 0.29973 1.41650 -0.61282
C -0.42609 1.38612 0.52162
O -0.56101 0.04371 0.87772
H -0.54346 -1.95207 0.95236
H 1.21675 -0.17956 -1.89513
H 0.67628 2.27138 -1.06165
H -0.86087 1.97077 1.37061
```

Atomic partial charges in e from the Löwdin method, atoms 1 to 8: atom 1 (O): 0.076, atom 2 (C): -0.422, atom 3 (C): -0.052, atom 4 (C): -0.090, atom 5 (C): -0.083, atom 6 (O): 0.011, atom 7 (H): 0.186, atom 8 (H): 0.150



Question: charge of number 6 (C4H4O2)?
Answer: 0



Question: Which value of charge does entry 6 give?
Answer: 0